# 1
C38H31N5O6PTi as an isolated structure. Source: OMol25; level of theory: ωB97M-V/def2-TZVPD.

Computed properties:
HOMO (alpha / beta) ... -8.976 / -8.948 eV
Electronic energy ... -3382.7618 Eh

The geometry in ORCA input format:
```
! RIJCOSX wB97M-V def2-TZVPD def2/J DEFGRID3
* xyz 1 1
Ti 0.08708 0.72477 0.03441
O 2.69068 -2.10598 1.45349
C 2.00310 -1.00059 1.24432
O 0.97594 -0.99178 0.47563
C 2.27901 0.21915 1.86779
C 3.22964 0.48873 2.84350
C 3.32184 1.75578 3.39098
C 2.46207 2.74136 2.88530
C 1.53991 2.45413 1.90982
N 1.36169 1.16808 1.39720
C 0.66180 3.34587 1.21407
O 0.55771 4.64664 1.43456
O -0.05655 2.84580 0.32345
H 2.43225 -2.78964 0.80461
H 3.88659 -0.31423 3.14978
H 4.04861 1.98742 4.15305
H 2.54254 3.75642 3.25829
H 1.17645 4.94043 2.11512
C -2.85806 1.90221 -3.14189
C -1.70039 1.54448 -2.43996
N -1.71930 1.24924 -1.15326
C -2.89580 1.31623 -0.49267
C -4.09868 1.66977 -1.10254
C -4.05797 1.95826 -2.47751
C -5.28820 1.73829 -0.29572
C -5.24178 1.50255 1.03187
C -4.00372 1.17403 1.68663
C -3.88087 0.93071 3.06888
C -2.64934 0.63820 3.59263
C -1.53368 0.60021 2.74370
N -1.62585 0.80561 1.44474
C -2.84811 1.06505 0.92150
H -2.79000 2.13696 -4.19445
H -0.73005 1.50359 -2.91900
H -4.96664 2.23632 -2.99635
H -6.22370 1.99534 -0.77497
H -6.14063 1.56644 1.63124
H -4.75445 0.98397 3.70615
H -2.52203 0.44600 4.64796
H -0.54520 0.39799 3.13616
O 3.06593 -0.22326 -1.64389
C 1.94613 -0.02444 -2.04729
O 1.14077 0.92858 -1.58259
C 1.27565 -0.90829 -3.08284
P -0.11481 -1.81543 -2.25107
C -0.93264 -2.57044 -3.70672
C -0.66116 -3.84893 -4.18568
C -1.32699 -4.33460 -5.30260
C -2.26443 -3.54896 -5.95594
C -2.54405 -2.27344 -5.48528
C -1.88866 -1.79459 -4.36251
C 0.70900 -3.25379 -1.48130
C 2.09142 -3.42528 -1.44608
C 2.65056 -4.49263 -0.74716
C 1.83539 -5.39645 -0.07867
C 0.45584 -5.23550 -0.11806
C -0.10067 -4.17191 -0.81040
H 1.99082 -1.55587 -3.58687
H 0.78667 -0.27882 -3.83015
H 0.07526 -4.46938 -3.69144
H -1.10753 -5.32953 -5.66677
H -2.77917 -3.92872 -6.82834
H -3.27845 -1.65735 -5.98766
H -2.12606 -0.80598 -3.98304
H 2.74897 -2.71573 -1.93149
H 3.72620 -4.61479 -0.73212
H 2.27250 -6.22620 0.46084
H -0.18826 -5.94150 0.39072
H -1.17878 -4.05456 -0.83296
N -0.93628 -2.63790 2.51698
C -1.96288 -2.86523 1.61429
C -2.82542 -3.95977 1.75593
C -3.83421 -4.12481 0.83385
C -3.97048 -3.20495 -0.20488
C -3.07732 -2.15488 -0.24786
N -2.09298 -1.97012 0.63768
H -0.63749 -3.44449 3.04308
H -0.16950 -2.13777 2.09248
H -2.68875 -4.66085 2.56849
H -4.50780 -4.96789 0.91374
H -4.74089 -3.30667 -0.95512
H -3.13207 -1.42350 -1.04913
*
```

***

# 2
A 13-piece molecular cluster, C44H62O39 overall in a non-equilibrium geometry. Source: OMol25; level of theory: ωB97M-V/def2-TZVPD.

Computed properties:
HOMO ... -9.747 eV
Electronic energy ... -4648.3681 Eh

The geometry in ORCA input format:
```
! RIJCOSX wB97M-V def2-TZVPD def2/J DEFGRID3
* xyz 0 1
C 2.32330 -3.43483 -4.22290
C 2.72300 -2.30742 -3.27577
O 1.42975 -1.76995 -2.95671
C 0.55530 -2.10473 -3.91543
O -0.52217 -1.60952 -4.05079
O 1.11857 -2.97715 -4.78839
H 2.27202 -4.36484 -3.63935
H 3.07568 -3.69475 -4.96720
H 3.34876 -1.55025 -3.74260
H 3.20370 -2.63859 -2.36101
C 0.50187 4.01473 3.12716
C 0.34548 4.25841 4.61823
O -0.59473 3.25766 4.97877
C -1.38633 3.02581 3.90187
O -2.43409 2.46151 3.94269
O -0.73988 3.38336 2.77757
H 1.33170 3.35631 2.87613
H 0.59805 4.94476 2.57038
H -0.00205 5.27339 4.83137
H 1.26638 4.11775 5.18112
C -2.83320 4.33504 0.12993
C -1.43673 3.92302 -0.38690
O -0.69766 5.10231 -0.13206
C -1.49854 6.17201 -0.10335
O -1.13277 7.30425 -0.10786
O -2.79058 5.76656 -0.03079
H -3.02865 4.03553 1.15608
H -3.61908 3.96786 -0.52221
H -1.48020 3.57440 -1.41841
H -1.01462 3.10489 0.18588
C 0.22211 -0.24412 -0.79274
C 1.34229 -0.91333 0.03222
O 1.92451 0.17746 0.76536
C 1.30600 1.32385 0.45547
O 1.64790 2.39515 0.86832
O 0.34977 1.15251 -0.46585
H -0.74300 -0.48777 -0.34815
H 0.32387 -0.39037 -1.85135
H 2.04392 -1.44071 -0.60620
H 0.90656 -1.59885 0.75422
C -0.59737 -0.43527 6.36111
C -1.79777 -1.21503 5.81232
O -1.43476 -1.41785 4.43924
C -0.54645 -0.45292 4.10476
O -0.15927 -0.29941 2.98637
O -0.12701 0.22000 5.17387
H 0.15667 -1.09496 6.78984
H -0.90817 0.33086 7.06462
H -2.67309 -0.56758 5.90498
H -1.98871 -2.19720 6.23242
C -0.72458 -7.38218 -0.60654
C 0.78109 -7.71325 -0.63290
O 1.41498 -6.47114 -0.37876
C 0.49665 -5.50472 -0.16636
O 0.77653 -4.39276 0.15836
O -0.74583 -5.97696 -0.36850
H -1.20731 -7.89553 0.22110
H -1.21091 -7.60651 -1.55311
H 1.12230 -8.30516 -1.47899
H 0.99461 -8.35158 0.23111
C -5.64063 0.14524 -2.57632
C -5.03019 0.21208 -3.99280
O -3.83684 0.93493 -3.79045
C -3.53636 1.01136 -2.47371
O -2.50483 1.43621 -2.05973
O -4.54136 0.46751 -1.74973
H -6.03453 -0.85738 -2.42590
H -6.44347 0.87164 -2.45588
H -5.67956 0.77348 -4.66520
H -4.95757 -0.78963 -4.42048
C -5.31838 -0.43932 1.81500
C -3.89176 0.02223 2.00110
O -3.98404 1.42327 1.77020
C -5.12405 1.67797 1.11812
O -5.45213 2.76136 0.74708
O -5.84042 0.54198 0.92173
H -5.93492 -0.46997 2.71630
H -5.30880 -1.46454 1.44240
H -3.22798 -0.38714 1.23563
H -3.42745 -0.20665 2.95884
C 4.40551 0.76235 -2.52400
C 5.38238 -0.01392 -1.65553
C 5.75983 0.75868 -0.38418
O 5.47744 -0.17349 0.66858
C 4.89458 -1.26642 0.17429
O 4.49218 -2.19152 0.81273
O 4.78996 -1.21921 -1.17424
H 4.24918 0.31775 -3.50239
H 4.94149 1.69471 -2.74950
H 3.48816 1.03369 -2.00353
H 6.24126 -0.23994 -2.29047
H 5.13157 1.63881 -0.25334
H 6.80824 1.04830 -0.38412
C 3.24212 5.94376 3.24092
C 3.59807 6.31301 1.80354
C 2.98537 5.50212 0.67027
O 1.92249 6.36049 0.22099
C 2.13134 7.61682 0.67358
O 1.49478 8.56783 0.36884
O 3.18755 7.64121 1.53811
H 3.99773 6.25071 3.96386
H 3.18399 4.85756 3.34868
H 2.30950 6.42965 3.52827
H 4.67842 6.16921 1.69174
H 2.56033 4.53988 0.95708
H 3.65115 5.32962 -0.17632
C -2.23284 -2.81300 -0.22155
C -2.93902 -2.34837 -1.47300
C -2.88510 -3.38897 -2.62826
O -4.26374 -3.67707 -2.88340
C -5.06323 -2.94462 -2.07360
O -6.24896 -3.05820 -2.07865
O -4.33693 -2.20432 -1.22309
H -2.69155 -3.68557 0.24540
H -2.20154 -2.03936 0.54555
H -1.20813 -3.07052 -0.49532
H -2.48191 -1.44166 -1.87374
H -2.36362 -4.29559 -2.32545
H -2.43137 -2.93330 -3.50363
C -1.43789 1.49970 -5.93677
C -0.18262 2.01969 -5.27686
C -0.00484 1.84574 -3.77421
O 1.40043 1.57694 -3.63644
C 1.81289 0.98002 -4.77239
O 2.86337 0.41399 -4.90822
O 0.90520 1.13167 -5.73434
H -1.33701 1.65132 -7.01206
H -2.27451 2.12672 -5.63386
H -1.54379 0.44017 -5.72031
H 0.13498 2.98483 -5.67736
H -0.64782 1.03366 -3.43566
H -0.24031 2.69397 -3.13803
C 3.67620 -5.16807 2.43724
C 2.38655 -4.74682 3.09094
C 1.94916 -3.26554 2.96068
O 1.73272 -2.86920 4.30838
C 1.84945 -3.92647 5.14798
O 1.47832 -3.90225 6.28102
O 2.46240 -4.93162 4.52544
H 4.55572 -4.69726 2.87331
H 3.60280 -4.91293 1.37977
H 3.78602 -6.24640 2.55938
H 1.57989 -5.40994 2.76736
H 1.00022 -3.22743 2.43052
H 2.72330 -2.70248 2.44144
*
```

***

# 3
C26H22I2N6O2Tb as an isolated structure in a non-equilibrium geometry. Source: OMol25; level of theory: ωB97M-V/def2-TZVPD.

Computed properties:
HOMO (alpha / beta) ... -7.621 / -11.102 eV
Electronic energy ... -2902.5802 Eh
<S²> ... 13.0487

The geometry in ORCA input format:
```
! RIJCOSX wB97M-V def2-TZVPD def2/J DEFGRID3
* xyz 1 7
Tb 9.98700 7.57888 11.55672
C 12.20928 9.89827 12.94254
N 10.75764 9.76756 12.94322
C 10.04321 9.87135 14.25296
C 9.35366 8.59393 14.62003
N 9.25507 7.45352 13.91481
C 8.47323 6.58419 14.70028
C 7.98089 5.28480 14.40081
C 7.18721 4.65829 15.36535
C 6.78874 5.33397 16.53663
C 7.20391 6.64701 16.79889
C 8.08858 7.24250 15.90240
N 8.64345 8.52610 15.78698
C 12.84334 8.82769 12.08378
N 12.43127 7.56898 12.02013
C 13.30057 6.89809 11.13373
C 13.17998 5.63674 10.54215
C 14.05134 5.30535 9.48207
C 14.93603 6.28702 8.96134
C 15.04978 7.53452 9.56918
C 14.26980 7.83601 10.68785
N 14.00437 9.01706 11.39531
H 12.63967 9.83653 13.95754
H 12.49436 10.86951 12.49338
H 10.36495 10.53234 12.37003
H 9.25564 10.62642 14.16218
H 10.70310 10.19095 15.08584
H 8.24162 4.80412 13.44825
H 6.81868 3.65218 15.20354
H 6.15863 4.79704 17.28210
H 6.80508 7.18432 17.69037
H 8.56504 9.27899 16.49543
H 12.39755 4.92916 10.89826
H 13.97390 4.32941 9.00322
H 15.55204 6.02467 8.10801
H 15.79830 8.28140 9.20081
H 14.60802 9.86948 11.47113
I 11.56386 8.32895 6.65991
C 9.84333 9.13641 7.54992
C 8.89596 9.85606 6.77251
C 7.67415 10.26990 7.31931
I 6.19497 11.08517 5.99852
C 7.33808 10.01155 8.69539
C 6.08986 10.21634 9.34044
C 5.78560 9.70812 10.59846
C 6.74328 8.98756 11.27169
N 7.97301 8.80990 10.71498
C 8.29038 9.28379 9.45838
C 9.65085 9.04389 8.96088
O 10.58392 8.82316 9.81629
H 9.08519 10.11296 5.73700
H 5.33820 10.85088 8.85730
H 4.78818 9.91612 11.02176
H 6.56227 8.51962 12.23062
C 9.11211 4.86739 10.07648
O 9.89830 5.85557 10.66726
H 8.10953 5.27173 9.87444
H 9.03955 4.03858 10.78585
H 9.53318 4.49932 9.12783
*
```

***

# 4
C40H48IN2O2SeW as an isolated structure in a non-equilibrium geometry. Source: OMol25; level of theory: ωB97M-V/def2-TZVPD.

Computed properties:
HOMO ... -16.742 eV
Electronic energy ... -4578.1839 Eh

The geometry in ORCA input format:
```
! RIJCOSX wB97M-V def2-TZVPD def2/J DEFGRID3
* xyz 3 1
W 2.18078 -0.58014 -0.36164
C -4.60454 -2.98087 -2.66138
C -4.42350 -1.45427 -2.70090
C -4.90837 -0.93117 -4.05773
C -5.26005 -0.80944 -1.58047
C -2.95698 -1.09023 -2.45324
C -2.23736 -1.75866 -1.45922
C -0.93095 -1.39691 -1.25487
Se 0.11671 -2.17895 0.18322
C -0.50030 -1.05331 1.62144
C -1.59444 -1.35819 2.37729
C -1.94297 -0.47707 3.41464
C -1.13286 0.63840 3.63710
C 0.01098 0.96199 2.89966
C 0.27885 0.06850 1.87813
O 1.39893 0.14803 1.04014
C 0.89450 2.17211 3.23609
C 0.27444 3.01370 4.35900
C 1.05736 3.08762 2.01582
C 2.26178 1.65712 3.72157
C -3.19811 -0.74636 4.23598
C -3.28543 -2.24363 4.59403
C -4.40960 -0.35566 3.36539
C -3.21454 0.08450 5.52223
C -0.30600 -0.41264 -2.00693
O 1.05455 -0.26747 -1.71015
C -0.97779 0.32777 -2.95935
C -2.31143 -0.06278 -3.14865
C -0.31966 1.47839 -3.74172
C -1.34014 2.20604 -4.62478
C 0.78527 0.90595 -4.64466
C 0.26228 2.51676 -2.77140
H -5.62705 -3.23160 -2.94556
H -4.44363 -3.39762 -1.66239
H -3.93129 -3.48285 -3.36374
H -5.90428 -1.32875 -4.25734
H -4.25574 -1.25284 -4.87573
H -4.99256 0.15927 -4.07761
H -6.31699 -1.04882 -1.72389
H -5.15548 0.27926 -1.58617
H -4.96192 -1.18158 -0.59401
H -2.70245 -2.53491 -0.86057
H -2.18216 -2.24777 2.18145
H -1.39943 1.29994 4.44774
H -0.71489 3.39208 4.08730
H 0.91507 3.87640 4.54858
H 0.19687 2.45634 5.29765
H 0.09629 3.51211 1.71646
H 1.48294 2.59301 1.14910
H 1.71892 3.91505 2.27638
H 2.14984 1.04554 4.62162
H 2.90414 2.50509 3.97110
H 2.77513 1.05440 2.97163
H -3.53397 -2.86606 3.72808
H -4.07938 -2.39293 5.32605
H -2.35309 -2.61090 5.03556
H -4.42631 -0.91842 2.42564
H -4.40302 0.71251 3.13028
H -5.33315 -0.57892 3.90563
H -2.32172 -0.09028 6.13173
H -4.07952 -0.20251 6.11935
H -3.30607 1.15621 5.32389
H -2.87794 0.46308 -3.90158
H -1.69691 1.57511 -5.44611
H -0.86358 3.08105 -5.06953
H -2.20123 2.55942 -4.05010
H 0.38860 0.12417 -5.29729
H 1.60906 0.48140 -4.06804
H 1.19251 1.69689 -5.27838
H -0.51981 2.94322 -2.14037
H 0.71105 3.33303 -3.34201
H 1.03190 2.12142 -2.12950
N 8.38406 -0.32808 3.18782
C 7.40536 -0.56497 2.62863
C 6.17821 -0.85013 1.93412
C 5.69543 -2.16642 1.86660
C 4.52006 -2.44737 1.20262
C 3.81510 -1.41949 0.60224
C 4.30716 -0.10362 0.70344
C 5.47877 0.20547 1.34671
H 6.24989 -2.96419 2.34726
H 4.15361 -3.46540 1.16360
H 3.76390 0.75686 0.27001
H 5.85047 1.21949 1.40957
I 2.64661 -2.98422 -2.28277
C 3.84519 -1.36354 -2.86051
C 4.71357 -1.45102 -3.91659
C 5.44317 -0.30758 -4.22499
C 5.25491 0.84520 -3.47500
C 4.36395 0.82287 -2.42737
N 3.66827 -0.27931 -2.11872
H 4.81869 -2.36809 -4.48121
H 6.15019 -0.32357 -5.04519
H 5.79289 1.75591 -3.69744
H 4.19043 1.70284 -1.82276
*
```